No. 1
A molecular structure, C34H47EuN4Sb2 in a non-equilibrium geometry, computed with ωB97M-V/def2-TZVPD.

Cartesian coordinates (Å):
Eu: -0.464 -0.216 0.315
C: 0.829 -2.513 -2.127
C: -0.407 -3.285 -1.652
C: -0.377 -3.716 -0.191
N: -0.270 -2.574 0.714
C: -0.374 -2.796 1.986
C: -0.874 -4.086 2.575
C: -0.360 -4.753 3.614
C: 0.825 -4.383 4.339
C: 1.221 -3.127 4.564
C: 0.547 -1.927 4.133
C: -0.129 -1.686 2.992
N: -0.664 -0.515 2.570
C: -1.825 -0.114 3.367
C: -2.900 0.530 2.472
C: -3.405 -0.383 1.340
N: -2.731 -0.022 0.106
C: -2.988 -0.594 -1.016
C: -3.945 -1.732 -1.168
C: -4.890 -1.839 -2.108
C: -5.182 -0.846 -3.107
C: -4.275 -0.049 -3.684
C: -2.854 -0.038 -3.430
C: -2.192 -0.206 -2.266
N: -0.872 -0.116 -1.948
C: 0.120 -0.190 -3.014
C: 0.511 -1.641 -3.357
H: 1.598 -3.245 -2.401
H: 1.260 -1.898 -1.330
H: -0.510 -4.182 -2.276
H: -1.321 -2.717 -1.820
H: 0.473 -4.392 -0.036
H: -1.300 -4.280 -0.015
H: -1.760 -4.462 2.080
H: -0.839 -5.676 3.922
H: 1.412 -5.201 4.743
H: 2.123 -2.951 5.143
H: 0.690 -1.067 4.784
H: -1.537 0.614 4.136
H: -2.303 -0.947 3.903
H: -2.530 1.480 2.066
H: -3.751 0.777 3.120
H: -4.482 -0.210 1.222
H: -3.258 -1.437 1.597
H: -3.816 -2.498 -0.413
H: -5.534 -2.711 -2.097
H: -6.220 -0.764 -3.410
H: -4.599 0.660 -4.439
H: -2.261 0.244 -4.295
H: 1.035 0.311 -2.667
H: -0.146 0.345 -3.932
H: 1.404 -1.598 -3.993
H: -0.274 -2.111 -3.962
C: 4.443 -1.061 1.212
Sb: 2.674 -0.197 0.315
C: 3.616 -0.162 -1.640
C: 3.065 1.829 1.092
C: 3.241 2.927 0.063
C: 4.374 2.859 -0.766
C: 4.636 3.847 -1.714
C: 3.778 4.933 -1.842
C: 2.658 5.039 -1.019
C: 2.367 4.048 -0.060
C: 1.143 4.250 0.805
Sb: -0.445 2.858 0.315
C: -0.870 3.775 -1.598
C: -1.975 3.967 1.368
H: 5.330 -0.451 0.942
H: 4.580 -2.095 0.835
H: 4.329 -1.078 2.315
H: 4.689 0.096 -1.578
H: 3.083 0.558 -2.295
H: 3.538 -1.177 -2.081
H: 3.980 1.792 1.719
H: 2.223 2.034 1.781
H: 5.076 2.045 -0.665
H: 5.514 3.775 -2.342
H: 3.986 5.702 -2.575
H: 2.013 5.901 -1.136
H: 0.693 5.249 0.622
H: 1.416 4.212 1.880
H: -0.948 4.875 -1.477
H: -1.828 3.377 -1.993
H: -0.050 3.539 -2.308
H: -1.913 5.041 1.098
H: -1.826 3.851 2.461
H: -2.973 3.573 1.087
H: 0.753 1.001 1.531

Summary:
Net charge ... -1
<S²> ... 15.765
LUMO level (spin up / spin down) ... 2.576 / 2.578 eV
Orbital gap (spin up / spin down) ... 4.55 / 5.17 eV
Multiplicity ... 8


No. 2
A molecular structure, C34H47N2O3Pd in a non-equilibrium geometry, computed with ωB97M-V/def2-TZVPD.

Cartesian coordinates (Å):
Pd: 2.186 1.734 0.032
C: -2.941 -4.379 0.144
C: -2.101 -3.568 1.142
C: -3.024 -2.576 1.851
C: -1.502 -4.511 2.195
C: -0.964 -2.869 0.401
C: -0.841 -1.487 0.374
C: 0.229 -0.875 -0.277
N: 0.399 0.488 -0.498
C: -0.486 1.474 -0.311
C: -1.807 1.530 0.198
C: -2.342 2.707 0.651
C: -1.538 3.877 0.646
C: -0.317 3.945 0.021
C: 0.101 2.778 -0.662
O: 1.045 2.826 -1.575
C: 0.556 5.201 0.030
C: 2.056 4.868 0.179
C: 0.359 5.967 -1.288
C: 0.164 6.116 1.194
C: -3.758 2.708 1.229
C: -4.735 2.195 0.160
C: -3.812 1.784 2.455
C: -4.211 4.104 1.659
C: 1.240 -1.702 -0.814
O: 2.429 -1.027 -1.189
C: 1.058 -3.073 -0.981
C: -0.044 -3.620 -0.318
C: 1.829 -4.018 -1.925
C: 0.792 -4.581 -2.920
C: 2.899 -3.362 -2.807
C: 2.438 -5.198 -1.156
H: -3.766 -4.868 0.664
H: -2.352 -5.154 -0.346
H: -3.359 -3.730 -0.627
H: -3.806 -3.123 2.378
H: -3.515 -1.905 1.143
H: -2.486 -1.977 2.590
H: -2.299 -5.026 2.733
H: -0.905 -3.953 2.920
H: -0.863 -5.268 1.740
H: -1.567 -0.879 0.879
H: -2.398 0.631 0.269
H: -1.913 4.755 1.146
H: 2.488 4.530 -0.762
H: 2.274 4.125 0.964
H: 2.590 5.774 0.471
H: 0.622 5.346 -2.144
H: 0.988 6.859 -1.302
H: -0.680 6.282 -1.392
H: 0.241 5.602 2.154
H: -0.851 6.499 1.086
H: 0.830 6.978 1.214
H: -4.497 1.177 -0.152
H: -4.715 2.834 -0.724
H: -5.751 2.194 0.558
H: -3.569 0.753 2.195
H: -4.815 1.793 2.883
H: -3.110 2.116 3.222
H: -4.177 4.814 0.830
H: -3.607 4.494 2.480
H: -5.243 4.054 2.009
H: -0.194 -4.689 -0.385
H: 0.317 -3.774 -3.481
H: 0.009 -5.151 -2.423
H: 1.289 -5.244 -3.629
H: 2.446 -2.613 -3.456
H: 3.317 -4.131 -3.458
H: 3.729 -2.906 -2.274
H: 1.667 -5.789 -0.662
H: 3.146 -4.884 -0.389
H: 2.964 -5.856 -1.849
O: 2.297 1.377 -2.902
C: 2.123 0.188 -3.128
C: 3.388 -1.002 -0.202
C: 4.060 -2.148 0.184
C: 5.026 -2.059 1.169
C: 5.301 -0.824 1.738
C: 4.573 0.265 1.310
N: 3.620 0.183 0.368
H: 1.520 2.017 -2.281
H: 2.944 -0.360 -3.585
H: 1.142 -0.284 -3.036
H: 3.817 -3.093 -0.270
H: 5.558 -2.946 1.486
H: 6.053 -0.706 2.504
H: 4.739 1.246 1.732

Summary:
Net charge ... +1
ΔE to the lowest compared entry with this formula, charge and spin ... 0.0 kJ/mol
<S²> ... 2.032
LUMO level (spin up / spin down) ... -2.703 / -4.157 eV
Orbital gap (spin up / spin down) ... 6.99 / 6.41 eV
Multiplicity ... 3


No. 3
A molecular structure, C34H48As2MoN4OS, computed with ωB97M-V/def2-TZVPD.

Cartesian coordinates (Å):
Mo: -0.496 0.599 -0.650
N: 0.955 2.123 0.020
C: 0.506 3.508 -0.373
C: -1.003 3.535 -0.412
N: -1.483 2.491 -1.376
C: -2.959 2.279 -1.271
C: -3.317 0.946 -1.903
N: -2.528 -0.172 -1.264
C: -1.196 2.887 -2.807
C: -0.113 2.042 -3.422
N: -0.215 0.649 -2.878
H: 0.972 2.072 1.045
H: 1.927 2.000 -0.262
H: 0.940 3.739 -1.346
H: 0.887 4.249 0.330
H: -1.384 4.520 -0.690
H: -1.409 3.280 0.566
H: -3.497 3.097 -1.756
H: -3.203 2.300 -0.223
H: -3.080 0.940 -2.967
H: -4.388 0.753 -1.830
H: -2.627 -1.009 -1.838
H: -2.971 -0.420 -0.382
H: -0.927 3.943 -2.847
H: -2.123 2.787 -3.367
H: 0.876 2.417 -3.185
H: -0.197 2.028 -4.509
H: 0.577 0.125 -3.252
H: -1.024 0.192 -3.297
C: 1.604 -2.148 1.179
C: 2.658 -1.434 0.380
As: 1.759 -0.811 -1.212
C: 3.137 0.076 -2.203
C: 3.104 1.439 -2.487
C: 4.154 2.047 -3.163
C: 5.248 1.290 -3.552
C: 5.310 -0.060 -3.230
C: 4.267 -0.672 -2.550
C: 1.136 -2.409 -2.074
C: 2.018 -3.319 -2.658
C: 1.519 -4.467 -3.261
C: 0.155 -4.718 -3.283
C: -0.726 -3.828 -2.683
C: -0.232 -2.677 -2.085
As: 0.165 -0.907 1.555
C: -1.109 -2.095 2.338
C: -1.704 -3.054 1.517
C: -2.444 -4.076 2.090
C: -2.586 -4.139 3.473
C: -1.990 -3.183 4.284
C: -1.242 -2.154 3.724
C: 0.925 0.236 2.918
C: 0.501 1.554 3.135
C: 1.082 2.320 4.136
C: 2.083 1.781 4.936
C: 2.492 0.472 4.738
C: 1.922 -0.303 3.733
H: 1.960 -2.573 2.116
H: 1.156 -2.972 0.618
H: 3.464 -2.092 0.048
H: 3.108 -0.586 0.901
H: 2.282 2.056 -2.146
H: 4.124 3.108 -3.377
H: 6.066 1.756 -4.086
H: 6.182 -0.641 -3.500
H: 4.373 -1.710 -2.280
H: 3.084 -3.168 -2.654
H: 2.206 -5.168 -3.716
H: -0.222 -5.611 -3.763
H: -1.788 -4.039 -2.680
H: -0.918 -2.003 -1.585
H: -1.593 -3.016 0.438
H: -2.900 -4.831 1.465
H: -3.154 -4.945 3.919
H: -2.096 -3.245 5.360
H: -0.743 -1.444 4.373
H: -0.322 1.968 2.567
H: 0.745 3.335 4.305
H: 2.531 2.377 5.719
H: 3.260 0.043 5.368
H: 2.259 -1.323 3.625
C: -4.390 1.623 1.749
S: -3.035 0.472 1.906
C: -2.671 0.820 3.608
O: -1.798 1.024 1.108
H: -5.078 1.381 2.561
H: -4.913 1.471 0.808
H: -4.029 2.645 1.864
H: -3.540 0.488 4.179
H: -2.510 1.891 3.727
H: -1.804 0.245 3.902

Summary:
Net charge ... +4
ΔE to the lowest compared entry with this formula, charge and spin ... 0.0 kJ/mol
<S²> ... 2.048
LUMO level (spin up / spin down) ... -12.038 / -12.378 eV
Orbital gap (spin up / spin down) ... 7.20 / 6.84 eV
Multiplicity ... 3


No. 4
A molecular structure, C34H48F6N3O7S3V in a non-equilibrium geometry, computed with ωB97M-V/def2-TZVPD.

Cartesian coordinates (Å):
V: 0.272 1.080 0.256
C: -0.852 -1.221 2.796
C: -0.992 -2.112 1.695
C: 0.208 -2.033 0.945
C: 0.987 -0.965 1.522
C: 0.361 -0.555 2.738
C: 1.052 0.101 3.926
C: 1.592 -1.034 4.816
C: 2.239 0.972 3.513
C: 0.101 0.959 4.764
C: 0.871 -3.039 -0.013
C: 0.265 -3.093 -1.422
C: 2.364 -2.714 -0.190
C: 0.870 -4.440 0.625
C: -2.254 -2.993 1.657
C: -2.626 -3.656 0.327
C: -3.482 -2.133 2.008
C: -2.136 -4.087 2.735
H: -1.578 -1.102 3.592
H: 2.055 -0.878 1.359
H: 2.259 -1.683 4.243
H: 0.769 -1.648 5.188
H: 2.145 -0.632 5.673
H: 2.977 0.392 2.950
H: 2.744 1.366 4.399
H: 1.906 1.822 2.916
H: -0.792 0.398 5.047
H: -0.208 1.844 4.209
H: 0.598 1.285 5.683
H: 0.365 -2.123 -1.907
H: -0.786 -3.370 -1.413
H: 0.799 -3.828 -2.034
H: 2.525 -1.703 -0.556
H: 2.804 -3.403 -0.917
H: 2.904 -2.830 0.753
H: -0.122 -4.846 0.787
H: 1.367 -4.399 1.599
H: 1.422 -5.140 -0.012
H: -2.783 -2.907 -0.451
H: -3.568 -4.197 0.457
H: -1.895 -4.370 -0.038
H: -3.585 -1.309 1.296
H: -3.416 -1.708 3.008
H: -4.390 -2.743 1.965
H: -1.306 -4.764 2.526
H: -3.058 -4.678 2.792
H: -1.954 -3.634 3.712
F: -1.508 5.978 0.197
C: -0.879 5.396 1.208
F: 0.377 5.825 1.256
F: -1.492 5.690 2.347
S: -0.841 3.576 0.978
O: -0.130 3.014 2.093
O: -0.195 3.304 -0.290
N: -2.382 3.302 0.926
S: -2.945 1.851 0.972
O: -4.133 1.734 0.166
O: -1.937 0.823 0.794
C: -3.573 1.717 2.700
F: -4.084 0.515 2.913
F: -2.592 1.952 3.554
F: -4.529 2.633 2.866
N: 2.451 1.842 0.346
C: 3.161 2.012 -0.904
C: 4.212 1.164 -1.216
C: 4.758 1.177 -2.495
C: 4.265 2.049 -3.451
C: 3.258 2.944 -3.109
C: 2.702 2.927 -1.842
S: 4.865 2.007 -5.146
O: 5.772 0.871 -5.179
O: 3.643 1.828 -5.920
O: 5.505 3.300 -5.332
H: 2.946 1.171 0.922
H: 2.428 2.710 0.876
H: 4.567 0.449 -0.478
H: 5.548 0.492 -2.776
H: 2.881 3.621 -3.865
H: 1.865 3.572 -1.602
C: -3.851 0.253 -3.578
N: -3.068 0.430 -2.332
C: -2.454 -0.864 -1.923
C: -2.061 1.581 -2.462
C: -0.714 1.120 -2.902
C: -0.487 1.104 -4.287
C: 0.737 0.715 -4.800
C: 1.724 0.329 -3.907
C: 1.465 0.339 -2.542
C: 0.254 0.739 -1.950
H: -4.556 -0.565 -3.447
H: -3.162 0.020 -4.385
H: -4.386 1.173 -3.802
H: -3.702 0.713 -1.581
H: -1.817 -1.220 -2.727
H: -3.267 -1.564 -1.732
H: -1.850 -0.729 -1.028
H: -2.008 2.051 -1.489
H: -2.516 2.284 -3.158
H: -1.259 1.466 -4.963
H: 0.943 0.767 -5.862
H: 2.714 0.080 -4.270
H: 2.302 0.083 -1.906

Summary:
Net charge ... -1
ΔE to the lowest compared entry with this formula, charge and spin ... 87.6 kJ/mol
<S²> ... 3.763
LUMO level (spin up / spin down) ... 1.694 / 1.693 eV
Orbital gap (spin up / spin down) ... 6.29 / 6.45 eV
Multiplicity ... 4


Look up the net charge of the second one.
+1